one:
Molecular formula: C20H19N3O4S
Method: DFT, ωB97M-V/def2-TZVPD

Computed properties:
lowest unoccupied orbital energy = 0.52 eV
total charge = 0
HOMO-LUMO gap = 9.220 eV
SMILES string = Cc1ccccc1OCC(=O)Nc1ccc(S(=O)(=O)Nc2ccccn2)cc1
HOMO level = -8.7 eV

Positions of all 47 atoms, in Å:
C: -0.9699 4.8408 -0.8881
C: -0.2488 3.9198 0.0498
C: -0.9500 3.3347 1.0991
C: -0.3378 2.5177 2.0300
C: 1.0227 2.2842 1.9424
C: 1.7381 2.8372 0.8999
C: 1.1141 3.6317 -0.0588
O: 1.9483 4.1046 -1.0649
C: 1.5335 3.9173 -2.4058
C: 0.8519 2.5610 -2.6094
O: -0.1818 2.4383 -3.2232
N: 1.5447 1.5587 -2.0024
C: 1.1170 0.2715 -1.6816
C: -0.1053 -0.2407 -2.1145
C: -0.5053 -1.4948 -1.6948
C: 0.3146 -2.2314 -0.8643
S: -0.2256 -3.8104 -0.2548
O: -1.5717 -4.0807 -0.6545
O: 0.7649 -4.8179 -0.4954
N: -0.1550 -3.5851 1.4321
C: -0.9337 -2.6257 2.0287
C: -1.2776 -2.6827 3.3852
C: -2.0313 -1.6534 3.9092
C: -2.4193 -0.6049 3.0826
C: -2.0223 -0.6435 1.7586
N: -1.2986 -1.6222 1.2420
C: 1.5466 -1.7568 -0.4607
C: 1.9473 -0.4996 -0.8659
H: -1.9012 5.1734 -0.4355
H: -0.3636 5.7174 -1.1092
H: -1.2143 4.3333 -1.8217
H: -2.0072 3.5404 1.1864
H: -0.9149 2.0767 2.8279
H: 1.5217 1.6659 2.6726
H: 2.8020 2.6715 0.8120
H: 0.8576 4.7054 -2.7514
H: 2.4503 3.9640 -3.0041
H: 2.4119 1.8351 -1.5579
H: -0.7345 0.3541 -2.7554
H: -1.4570 -1.9096 -1.9828
H: 0.0702 -4.4115 1.9624
H: -0.9592 -3.5156 3.9929
H: -2.3194 -1.6669 4.9505
H: -3.0151 0.2105 3.4604
H: -2.2836 0.1428 1.0631
H: 2.1688 -2.3697 0.1710
H: 2.8987 -0.1029 -0.5422

***

two:
Molecular formula: C20H19N3O4S
Method: DFT, ωB97M-V/def2-TZVPD

Computed properties:
lowest unoccupied orbital energy = -0.16 eV
total charge = 0
HOMO-LUMO gap = 8.588 eV
SMILES string = COc1cc(S(=O)(=O)Nc2cccc(C)c2)ccc1NC(=O)c1ccncc1
HOMO level = -8.7 eV

Positions of all 47 atoms, in Å:
C: 0.2179 -2.7253 2.3320
O: -0.4786 -2.0683 1.2962
C: 0.2405 -1.5960 0.2352
C: 1.6071 -1.7379 0.0772
C: 2.2203 -1.2031 -1.0430
S: 4.0070 -1.2639 -1.1027
O: 4.4646 -0.5987 -2.2807
O: 4.4812 -2.5888 -0.8294
N: 4.4330 -0.3694 0.2648
C: 3.5961 0.6750 0.6555
C: 3.2152 0.8443 1.9823
C: 2.3363 1.8595 2.3152
C: 1.8174 2.6878 1.3371
C: 2.2014 2.5361 0.0087
C: 1.6246 3.4098 -1.0614
C: 3.1045 1.5371 -0.3184
C: 1.5066 -0.5479 -2.0198
C: 0.1362 -0.4013 -1.8747
C: -0.5022 -0.9035 -0.7494
N: -1.8683 -0.7776 -0.5182
C: -2.7873 -0.0563 -1.2249
O: -2.5319 0.6208 -2.1974
C: -4.1752 -0.1576 -0.6758
C: -5.0353 0.9225 -0.8558
C: -6.3279 0.8301 -0.3653
N: -6.7924 -0.2407 0.2548
C: -5.9839 -1.2742 0.4062
C: -4.6685 -1.2906 -0.0334
H: 0.7191 -3.6259 1.9671
H: -0.5396 -3.0030 3.0632
H: 0.9490 -2.0599 2.7995
H: 2.2177 -2.2574 0.7966
H: 4.7591 -0.9659 1.0101
H: 3.6118 0.1878 2.7441
H: 2.0445 1.9945 3.3465
H: 1.1149 3.4627 1.6056
H: 0.6938 2.9741 -1.4267
H: 1.4047 4.4034 -0.6781
H: 2.3091 3.4944 -1.9010
H: 3.4414 1.4092 -1.3345
H: 2.0264 -0.1558 -2.8779
H: -0.4452 0.1159 -2.6195
H: -2.1733 -1.2357 0.3306
H: -4.6841 1.8033 -1.3696
H: -7.0279 1.6474 -0.4749
H: -6.4129 -2.1331 0.9054
H: -4.0671 -2.1779 0.0984

***

It is two that is the most stable of them.

***

one:
Molecular formula: H5N2OP
Method: DFT, ωB97M-V/def2-TZVPD

Computed properties:
lowest unoccupied orbital energy = 0.98 eV
total charge = 0
HOMO-LUMO gap = 10.714 eV
HOMO level = -9.7 eV

Positions of all 9 atoms, in Å:
N: 0.3343 1.4420 -0.1108
N: 0.5288 -1.1826 0.8108
O: -1.2065 0.5674 1.8731
P: -0.4809 0.1338 0.6164
H: 0.5541 1.7923 -1.0417
H: 0.0329 2.2871 0.3906
H: 0.5772 -1.5384 1.7461
H: 0.9704 -1.7597 0.1224
H: -1.4554 -0.2898 -0.9878

***

two:
Molecular formula: H5N2OP
Method: DFT, ωB97M-V/def2-TZVPD

Computed properties:
lowest unoccupied orbital energy = 1.12 eV
total charge = 0
HOMO-LUMO gap = 10.031 eV
SMILES string = NOPN
HOMO level = -8.9 eV

Positions of all 9 atoms, in Å:
N: 2.0020 0.1409 0.0925
O: 0.6079 0.1646 -0.3902
P: -0.6353 -0.8478 -0.0242
N: -1.7995 0.4218 0.0814
H: 2.2310 -0.7920 -0.1934
H: 2.1957 0.2250 1.0814
H: -0.7495 -1.1826 -1.3388
H: -2.4209 0.5342 0.8200
H: -1.4314 1.3359 -0.1287

***

It is one that is the most stable of them.

***

one:
Molecular formula: C21H31N5O3
Method: DFT, ωB97M-V/def2-TZVPD

Computed properties:
lowest unoccupied orbital energy = 0.52 eV
total charge = 0
HOMO-LUMO gap = 9.633 eV
SMILES string = CC[C@@H]1CC[C@@](O)(C(=O)NCCN(C(=O)c2ccnc3c2ncn3C)C(C)C)C1
HOMO level = -9.1 eV

Positions of all 60 atoms, in Å:
C: -5.4192 4.4747 -3.4526
C: -4.3154 3.4208 -3.4451
C: -3.5133 3.3101 -2.1324
C: -3.7226 4.3908 -1.0667
C: -2.6081 4.0858 -0.0697
C: -1.3824 3.7208 -0.9484
O: -0.5246 4.8300 -1.1001
C: -0.5604 2.5911 -0.3253
O: 0.5832 2.7988 0.0627
N: -1.1535 1.3861 -0.2151
C: -0.4476 0.2451 0.3397
C: 0.5737 -0.3098 -0.6511
N: 1.3439 -1.3971 -0.0664
C: 0.7219 -2.5954 0.0134
O: -0.4102 -2.7781 -0.4146
C: 1.4428 -3.7484 0.6569
C: 1.6686 -4.9166 -0.0540
C: 2.2514 -6.0284 0.5626
N: 2.6127 -6.0765 1.8422
C: 2.3720 -4.9538 2.4985
C: 1.8097 -3.7713 1.9982
N: 1.7291 -2.8187 2.9988
C: 2.2210 -3.4190 4.0463
N: 2.6314 -4.7020 3.8264
C: 3.1978 -5.6366 4.7743
C: 2.7465 -1.1466 0.2957
C: 2.8581 0.0034 1.2895
C: 3.5949 -0.9158 -0.9511
C: -1.9929 3.3429 -2.3209
H: -5.9430 4.4687 -4.4091
H: -6.1583 4.2904 -2.6710
H: -5.0196 5.4776 -3.3026
H: -4.7481 2.4483 -3.6876
H: -3.6222 3.6465 -4.2606
H: -3.7837 2.3580 -1.6535
H: -3.5688 5.3821 -1.5013
H: -4.7149 4.3715 -0.6161
H: -2.3509 4.9144 0.5875
H: -2.8983 3.2357 0.5538
H: 0.2934 4.5921 -0.6301
H: -2.0713 1.2572 -0.6052
H: 0.0610 0.5589 1.2511
H: -1.1721 -0.5265 0.5910
H: 0.0568 -0.6729 -1.5406
H: 1.2548 0.4870 -0.9410
H: 1.3772 -4.9765 -1.0938
H: 2.4275 -6.9280 -0.0153
H: 2.3149 -2.9702 5.0246
H: 3.3646 -5.1218 5.7176
H: 2.5212 -6.4749 4.9347
H: 4.1451 -6.0193 4.3991
H: 3.1050 -2.0511 0.7816
H: 3.9049 0.1544 1.5575
H: 2.4824 0.9385 0.8681
H: 2.3002 -0.2306 2.1955
H: 4.6434 -0.8093 -0.6702
H: 3.5062 -1.7556 -1.6417
H: 3.3005 -0.0046 -1.4745
H: -1.5837 2.4200 -2.7362
H: -1.7322 4.1539 -3.0036

***

two:
Molecular formula: C21H31N5O3
Method: DFT, ωB97M-V/def2-TZVPD

Computed properties:
lowest unoccupied orbital energy = 0.52 eV
total charge = 0
HOMO-LUMO gap = 9.639 eV
SMILES string = CC[C@@H]1CC[C@@](O)(C(=O)NCCN(C(=O)c2ccnc3c2ncn3C)C(C)C)C1
HOMO level = -9.1 eV

Positions of all 60 atoms, in Å:
C: 4.7895 -2.1873 4.2775
C: 4.1338 -0.9922 4.9599
C: 3.3165 -0.1324 4.0034
C: 3.0436 1.2914 4.4905
C: 1.9387 1.7595 3.5514
C: 0.9875 0.5456 3.4891
O: 0.0709 0.6019 4.5618
C: 0.1728 0.5260 2.1939
O: -1.0409 0.6919 2.2271
N: 0.8453 0.3468 1.0407
C: 0.1570 0.3216 -0.2374
C: -0.5936 -0.9935 -0.4374
N: -1.3596 -0.9863 -1.6744
C: -0.6556 -1.1790 -2.8134
O: 0.5509 -1.3843 -2.8141
C: -1.3785 -1.1338 -4.1317
C: -1.3573 -2.2303 -4.9795
C: -1.9441 -2.1659 -6.2475
N: -2.5375 -1.0853 -6.7486
C: -2.5302 -0.0513 -5.9238
C: -1.9921 0.0106 -4.6308
N: -2.1920 1.2685 -4.0886
C: -2.8188 1.9200 -5.0277
N: -3.0610 1.1961 -6.1593
C: -3.7095 1.6284 -7.3782
C: -2.8222 -0.8696 -1.5930
C: -3.2299 0.4054 -0.8650
C: -3.4330 -2.1159 -0.9573
C: 1.9165 -0.6831 3.6742
H: 5.3611 -2.7889 4.9847
H: 4.0449 -2.8395 3.8157
H: 5.4715 -1.8552 3.4922
H: 3.4922 -1.3237 5.7819
H: 4.9145 -0.3719 5.4106
H: 3.8849 -0.0449 3.0661
H: 2.6696 1.2676 5.5186
H: 3.9327 1.9223 4.4667
H: 1.3985 2.6454 3.8821
H: 2.3613 1.9654 2.5632
H: -0.7966 0.7574 4.1493
H: 1.8348 0.1732 1.0726
H: -0.5468 1.1529 -0.2738
H: 0.8900 0.4501 -1.0311
H: 0.1189 -1.8189 -0.4587
H: -1.2760 -1.1423 0.3966
H: -0.8677 -3.1420 -4.6657
H: -1.9232 -3.0375 -6.8905
H: -3.1393 2.9491 -4.9535
H: -4.1175 2.6245 -7.2225
H: -2.9986 1.6533 -8.2029
H: -4.5157 0.9433 -7.6332
H: -3.1835 -0.8059 -2.6165
H: -4.3183 0.4769 -0.8378
H: -2.8693 0.4156 0.1660
H: -2.8393 1.2772 -1.3890
H: -4.5213 -2.0484 -0.9832
H: -3.1306 -3.0146 -1.4966
H: -3.1356 -2.2225 0.0871
H: 1.9164 -1.3474 2.8089
H: 1.5188 -1.2505 4.5169

***

It is two that is the most stable of them.

***

one:
Molecular formula: C7H15N2
Method: DFT, ωB97M-V/def2-TZVPD

Computed properties:
lowest unoccupied orbital energy = -3.01 eV
total charge = +1
HOMO-LUMO gap = 11.511 eV
HOMO level = -14.5 eV

Positions of all 24 atoms, in Å:
C: 1.5494 0.5272 1.0354
C: 0.2187 -1.4162 0.5547
C: 0.1464 0.9161 -0.3560
C: -0.7237 -0.2964 0.0350
C: 0.8810 0.8630 -1.6011
C: -1.6877 0.1032 1.1210
C: -1.5418 -0.8310 -1.1577
N: 1.2624 -0.6967 1.2972
N: 2.5390 1.3596 1.2594
H: -0.3014 -2.0881 1.1782
H: 0.6826 -2.0345 -0.2931
H: -0.0770 1.8376 0.0601
H: 1.5996 0.1413 -1.5045
H: 1.4961 1.7448 -1.7337
H: 0.2784 0.6961 -2.4662
H: -2.7088 -0.3452 1.0567
H: -1.8441 1.1040 0.8897
H: -1.3069 -0.0447 2.0549
H: -2.2193 -0.0502 -1.5378
H: -2.0763 -1.6802 -0.9260
H: -0.9398 -1.1891 -1.8888
H: 2.0379 -1.3314 1.6114
H: 2.4068 2.3010 0.9436
H: 3.2749 1.2093 1.8772

***

two:
Molecular formula: C7H15N2
Method: DFT, ωB97M-V/def2-TZVPD

Computed properties:
lowest unoccupied orbital energy = -3.67 eV
total charge = +1
HOMO-LUMO gap = 10.073 eV
SMILES string = C=C(C)C(C)(C)/[NH+]=C\N
HOMO level = -13.7 eV

Positions of all 24 atoms, in Å:
C: -1.3867 0.4492 1.3387
C: -0.9221 -0.2355 0.3716
C: -1.7846 -0.8056 -0.6610
C: 0.5795 -0.3477 0.2275
C: 1.0851 -1.3928 1.2930
C: 0.9707 -0.9877 -1.1685
N: 1.2597 0.9452 0.4010
C: 0.7714 2.0877 -0.1174
N: -0.0402 2.1163 -1.1104
H: -2.4357 0.3541 1.6774
H: -0.7913 0.8955 2.1159
H: -1.5372 -0.3261 -1.6474
H: -2.8914 -0.7099 -0.3543
H: -1.6641 -1.8342 -0.7580
H: 1.4350 -0.8910 2.2354
H: 1.9525 -1.9300 0.8019
H: 0.3150 -2.2134 1.5235
H: 0.7917 -0.3020 -2.0112
H: 0.4021 -1.9000 -1.4584
H: 1.9502 -1.1963 -1.4082
H: 1.8793 0.9897 1.2098
H: 1.1637 2.9578 0.2482
H: -0.7874 1.3198 -1.1164
H: -0.3152 2.9568 -1.6327

***

It is two that is the most stable of them.

***

one:
Molecular formula: C6H10O2S2
Method: DFT, ωB97M-V/def2-TZVPD

Computed properties:
lowest unoccupied orbital energy = -0.89 eV
total charge = 0
HOMO-LUMO gap = 7.920 eV
HOMO level = -8.8 eV

Positions of all 20 atoms, in Å:
C: -0.6523 -1.6288 -0.6663
C: 0.1575 0.5353 1.8572
C: 1.2179 -0.4079 1.5823
C: -0.0669 1.5644 0.7272
C: -0.5880 -0.3945 -1.2011
C: 0.3783 -0.0534 -2.3454
O: -1.4587 -1.8241 0.4321
O: -1.6191 1.8993 -1.5832
S: 1.2054 -1.9671 2.0456
S: -1.5236 0.9871 -0.4541
H: -0.1465 -2.4065 -1.0128
H: -0.7661 0.2078 2.0934
H: 0.3772 1.0813 2.7090
H: 2.2090 0.0524 1.1017
H: -0.9047 -2.0090 1.2086
H: -0.3509 2.5781 0.9391
H: 0.8361 1.5571 0.2517
H: 1.0639 -0.7790 -2.4345
H: 0.8825 0.9465 -2.0877
H: -0.2509 0.0609 -3.1628

***

two:
Molecular formula: C6H10O2S2
Method: DFT, ωB97M-V/def2-TZVPD

Computed properties:
lowest unoccupied orbital energy = 0.55 eV
total charge = 0
HOMO-LUMO gap = 9.762 eV
SMILES string = CCC[C@@H]1S[C@]1(S)C(=O)O
HOMO level = -9.2 eV

Positions of all 20 atoms, in Å:
C: -2.9877 0.2119 0.1629
C: -1.8614 -0.7460 0.3579
C: -0.6730 -0.1088 -0.4120
C: 0.6511 -0.8177 -0.2270
S: 1.3444 -1.2222 1.3769
C: 2.0193 -0.3432 -0.0107
S: 3.2097 -1.2433 -1.1250
C: 2.2827 1.2564 0.0773
O: 2.8710 1.9755 -0.6862
O: 1.7100 1.7825 1.1297
H: -3.8789 0.2460 0.7400
H: -3.2960 0.1647 -0.9506
H: -2.6525 1.1671 0.1630
H: -1.7401 -0.7535 1.3720
H: -1.9549 -1.6941 -0.0898
H: -0.8170 -0.0487 -1.4302
H: -0.5327 1.0226 -0.0616
H: 0.5459 -1.8084 -0.7224
H: 3.9541 -0.2012 -1.5280
H: 1.8060 1.1605 1.8639

***

It is two that is the most stable of them.